DFT (ωB97M-V/def2-TZVPD) results for an isolated molecule of C4H7IN4 at a distorted geometry.

XYZ file:
```
16
Properties=species:S:1:pos:R:3:forces:R:3
C -0.0849 1.5801 -1.4057 0.5 1.3 -1.2
H 2.8067 1.4752 -0.2099 -1.4 -0.5 -0.6
N 0.7188 0.6536 -0.5628 -1.0 0.5 -1.3
N -0.6724 -2.6800 -0.0781 0.8 -2.1 -0.8
N -1.6828 -1.1527 1.2292 -0.2 2.2 0.7
H -1.8086 -3.1619 1.4865 -1.1 -2.4 1.4
H 1.5735 1.6549 0.9457 -0.8 2.0 2.5
I -2.9488 -0.4309 2.7490 0.7 -0.9 -0.7
N -0.0246 -1.6944 -0.5811 1.3 3.1 -0.3
H -1.0645 2.0140 -1.0544 1.3 -0.5 0.8
H 0.6789 2.3930 -1.6060 -1.4 -0.6 -0.2
C 1.8752 1.0029 0.2302 1.4 1.9 -2.4
C 0.3102 -0.5387 -0.4022 -1.7 -3.9 -0.1
H 2.2045 0.1423 0.6529 0.9 -2.5 1.4
C -1.4269 -2.3714 0.9745 -0.5 2.4 -0.2
H -0.4544 1.1140 -2.3678 1.2 0.1 1.0
```
Forces are in eV/Å.

## Properties
E_tot: -18317.4988 eV
energy relative to the best compared isomer or geometry (same formula, charge and spin): 80.9 kcal per mole



DFT (ωB97M-V/def2-TZVPD) results for a structure of composition C14H25BHgN6Si at a distorted geometry.

XYZ file:
```
48
Properties=species:S:1:pos:R:3:forces:R:3
C -1.6600 -3.2790 -3.2753 -0.4 3.1 1.0
H -0.4094 -4.9549 -4.0952 0.0 0.0 0.0
H 1.7227 -1.2228 1.7451 1.0 -1.5 1.0
H -3.9415 0.5251 2.2662 0.3 0.0 -0.1
N 2.2714 -0.2328 -0.7838 0.8 -0.4 0.3
H -2.6532 -0.6648 1.9588 -0.2 0.1 0.0
H 1.0293 -0.0788 -3.9395 -0.2 -0.4 0.2
B 0.6828 -0.5085 -2.8522 0.4 1.3 0.2
N -0.0128 -1.8669 -3.0905 1.5 -2.9 -1.2
C 4.1627 -1.0552 -1.6568 -0.1 0.0 0.1
C 3.1259 -1.2703 -2.5542 -0.1 0.6 1.1
H -2.8645 0.7168 0.8605 0.0 -0.1 0.2
C -0.7702 2.3046 -0.9866 -0.1 -0.7 -0.8
C 3.5968 -0.4005 -0.5571 -0.9 -0.5 -1.3
H -0.7319 2.9833 -0.1429 0.0 -0.3 -0.1
H -2.6552 -3.6936 -3.2232 0.0 0.3 0.1
C 0.5369 -3.0166 -3.5824 0.2 2.8 0.9
H -3.1879 2.1843 4.8559 0.2 -0.1 -0.4
H 3.4374 -0.7184 2.2572 -0.4 0.0 -0.1
C -1.4688 2.4472 -2.1995 0.2 -0.2 0.3
C -1.1454 1.3310 -2.9527 0.6 0.1 0.8
C -0.4909 -3.9468 -3.7184 0.3 -0.8 -0.3
H -1.4641 1.0323 -3.9451 0.2 0.1 0.2
H -2.1025 3.2671 -2.4836 -0.1 0.0 0.0
H 3.1381 -1.7404 -3.5268 0.1 0.3 0.0
H 0.6862 1.3564 3.4450 0.2 -0.2 -0.5
N -0.0620 1.1588 -1.0095 -0.4 0.7 0.0
C 2.4932 -1.1717 2.5729 0.9 -0.7 0.9
H -0.7136 3.5749 2.2510 -0.2 0.1 0.0
N -1.3689 -2.0102 -2.9171 -2.0 -2.9 -0.5
H -2.2660 3.3062 1.4182 0.1 0.0 0.3
N 1.9806 -0.7642 -2.0198 0.5 0.3 0.6
H 2.1312 -0.6812 3.4764 0.0 0.0 -0.3
Si -1.7343 1.4199 2.9766 -1.8 0.9 -1.1
C -1.7377 3.1977 2.3747 0.2 0.0 0.0
H -0.0007 -0.2702 3.4430 0.1 0.1 -0.4
C -2.9057 0.4040 1.9133 0.2 -0.2 0.0
C -2.3641 1.4645 4.7557 0.6 -0.6 0.7
H 5.1936 -1.3311 -1.7789 0.1 0.0 -0.1
Hg 0.9717 0.2295 1.0240 -1.2 1.8 -2.8
H 1.5883 -3.0916 -3.8170 -0.2 -0.1 0.0
H 2.7166 -2.2233 2.8398 -0.3 0.4 -0.4
H -2.2465 3.8295 3.1166 0.2 -0.1 -0.3
N -0.2659 0.5725 -2.2352 0.1 -0.4 0.4
H 4.0642 -0.0617 0.3593 -0.1 0.0 -0.3
C -0.0127 0.6932 2.9083 -0.1 0.0 1.6
H -1.5640 1.7739 5.4412 -0.2 0.0 0.0
H -2.7290 0.4828 5.0835 0.1 0.2 -0.1
```
Forces are in eV/Å.

## Properties
net charge: +2
E_tot: -36573.4508 eV
energy relative to the best compared isomer or geometry (same formula, charge and spin): 4.6 kcal per mole



DFT (ωB97M-V/def2-TZVPD) results for an isolated molecule of C4H4N2OS at a distorted geometry.

XYZ file:
```
12
Properties=species:S:1:pos:R:3:forces:R:3
N -1.1923 -1.8002 0.3388 0.4 -1.8 0.5
C 2.0444 0.6195 -0.3801 1.6 1.5 -0.6
H 3.0300 0.4929 0.3434 -2.4 0.7 -2.0
N -2.3286 1.4882 -0.5674 1.0 -2.9 0.4
S 0.2326 -1.5770 -0.5039 1.0 0.9 0.0
H 1.6909 1.8157 -0.4991 1.1 -3.4 0.7
O 0.4116 0.2873 1.4228 0.6 -0.3 -0.8
H 2.3392 0.2841 -1.5427 -1.1 0.4 3.4
C -2.0243 -0.8870 0.3671 -3.7 0.6 1.1
C 0.8986 -0.1089 0.4000 0.0 0.7 -1.2
H -3.0697 -0.9998 0.9031 2.2 -0.2 -0.8
C -2.0325 0.3854 -0.2821 -0.8 3.9 -0.7
```
Forces are in eV/Å.

## Properties
E_tot: -20072.7300 eV
energy relative to the best compared isomer or geometry (same formula, charge and spin): 69.2 kcal per mole
SMILES: CC(=O)S/N=C\C#N



DFT (ωB97M-V/def2-TZVPD) results for a cluster of 4 separate species, C3H13NO3 in total at a distorted geometry.

XYZ file:
```
20
Properties=species:S:1:pos:R:3:forces:R:3
H 0.1136 -1.0254 -0.9887 0.4 -0.1 -0.1
O 2.2636 -1.5145 1.5991 0.3 -1.7 -0.1
C 0.8365 1.3611 -2.2643 -1.8 3.9 -0.5
O 1.0779 0.8208 1.5101 -1.7 2.5 -2.1
C -0.5345 0.8450 -1.8980 2.4 -2.8 2.2
H 1.7314 0.9639 -1.9153 1.2 -2.0 0.4
H 0.9637 2.3792 -1.6989 -0.4 -1.1 -1.5
H -1.2975 1.5641 -1.8126 -1.2 0.6 -0.6
H -1.9692 -1.8990 -1.4936 0.4 0.1 0.7
C -0.6778 -0.3575 -1.2639 -2.3 1.2 -2.1
H 2.1079 -2.4711 1.3905 0.1 1.1 0.3
H -1.4364 -0.6606 2.7563 0.1 0.0 -0.7
O -1.4379 0.0919 2.1108 -0.4 0.2 1.5
N -1.9818 -0.9569 -1.0869 -0.2 -0.3 -0.7
H -1.5024 0.8168 2.7846 -0.1 -0.2 -0.7
H -2.7327 -0.5326 -1.6644 1.0 0.3 0.7
H 2.3708 -1.0845 0.7434 -0.2 0.1 -0.1
H 0.8350 1.5113 -3.3985 0.5 0.1 1.5
H 1.5819 0.2912 2.0578 1.3 -1.8 1.8
H 0.1328 0.5688 1.6450 0.7 -0.2 0.0
```
Forces are in eV/Å.

## Properties
spin multiplicity: 2
net charge: -1
E_tot: -10951.8389 eV
energy relative to the best compared isomer or geometry (same formula, charge and spin): 31.2 kcal per mole
<S²>: 0.75



DFT (ωB97M-V/def2-TZVPD) results for a cluster of 2 separate species, C2H9NO in total at a distorted geometry.

XYZ file:
```
13
Properties=species:S:1:pos:R:3:forces:R:3
H -0.0580 -0.5184 -0.7817 0.0 0.9 -0.4
H -2.0206 0.4022 0.1639 -0.7 0.6 0.6
C 0.0562 0.4673 -0.2953 -5.7 -2.1 2.5
H 0.5134 1.1497 -0.7905 4.2 3.6 -3.6
O 1.8765 -2.4310 -0.3686 -0.3 1.7 2.2
H 0.0957 -0.4779 1.5242 0.5 1.3 -0.2
H -1.8273 1.5725 -1.2053 1.0 -1.4 1.3
C -1.3744 1.2044 -0.1758 -0.5 -2.2 -4.0
H -1.4442 2.1516 0.2479 0.5 1.2 2.1
N 0.5990 0.2402 0.9722 1.0 -1.6 1.6
H 1.3629 -2.9114 -0.9878 -1.0 -0.6 -0.8
H 1.2569 -1.8896 0.2258 1.4 -1.1 -1.5
H 0.9639 1.0404 1.4709 -0.4 -0.4 0.2
```
Forces are in eV/Å.

## Properties
E_tot: -5756.0816 eV
energy relative to the best compared isomer or geometry (same formula, charge and spin): 33.2 kcal per mole
SMILES: CCN.O



DFT (ωB97M-V/def2-TZVPD) results for an isolated molecule of C4H8O.

XYZ file:
```
13
Properties=species:S:1:pos:R:3:forces:R:3
H -1.3340 -0.7168 2.1599 0.1 0.0 -0.1
C -0.5877 -0.8981 1.3796 0.0 0.3 0.3
C -0.4277 0.3220 0.4489 0.1 -0.1 -0.1
H 0.6098 1.9956 -1.4271 0.0 -0.1 0.1
H -0.5037 -1.9057 -0.2114 -0.1 -0.1 0.1
H 0.3781 -1.0789 1.8813 -0.2 0.0 -0.1
O -0.9994 -2.0048 0.6280 0.1 -0.1 -0.1
C 0.2608 -0.0933 -0.7852 0.1 0.4 0.1
H -1.4327 0.5641 0.0456 0.1 0.0 -0.1
H -0.0667 1.2343 0.9556 0.0 -0.1 -0.1
H 1.1794 0.6989 -2.5600 0.0 0.1 0.2
H 1.9506 0.9226 -0.9970 -0.1 0.0 0.0
C 0.9731 0.9604 -1.5182 -0.1 0.0 -0.1
```
Forces are in eV/Å.

## Properties
E_tot: -6321.5355 eV
energy relative to the best compared isomer or geometry (same formula, charge and spin): 83.8 kcal per mole



DFT (ωB97M-V/def2-TZVPD) results for a structure of composition C6H37O14 at a distorted geometry.

XYZ file:
```
57
Properties=species:S:1:pos:R:3:forces:R:3
H 1.2554 2.0273 2.4573 0.4 -0.2 -0.2
H 1.6580 -1.2806 0.0667 0.3 0.2 0.3
H -2.0260 -2.5737 -2.2373 -0.1 0.6 -0.3
C 1.0025 -2.1549 1.9444 0.0 -0.9 -1.3
O 1.4230 2.4397 -0.9963 -0.1 0.6 0.2
H -0.8165 3.3113 -2.2265 0.1 0.2 0.0
H 1.5470 2.5019 4.7450 0.1 0.1 0.3
H -0.7245 3.9775 -0.8380 -0.9 -0.3 0.1
H 4.1489 -3.6414 1.7126 -0.4 -0.4 0.0
H 2.1773 2.7588 -0.4791 -0.2 -0.1 0.1
H 1.4966 -3.7052 -1.9708 -0.2 -0.4 0.2
H 2.7238 2.3075 -2.7144 -0.5 -0.2 0.9
O 1.8433 -1.2804 -3.9517 -0.1 0.2 0.0
C 3.4336 -2.8222 1.8016 0.6 0.1 -0.3
O -2.1412 -0.4707 -3.5271 0.5 -0.1 -0.3
H 2.4290 -4.8653 0.2236 0.4 -0.1 0.5
O -1.0522 0.3474 0.6238 -0.7 -0.4 -0.3
H -4.0876 -0.0634 1.5256 -0.1 0.0 0.2
H 1.7282 -0.3789 -3.6061 0.2 -0.2 -0.1
H 3.9100 -2.0504 1.1860 -0.5 0.4 0.1
C 2.0048 -3.1769 1.4659 1.1 -0.2 0.7
O 1.1119 -3.9251 -2.8293 0.5 0.5 0.2
H 0.4006 0.2864 2.0476 0.4 0.3 0.0
O -0.5853 3.2225 0.8253 0.4 -0.3 -0.2
O 0.9347 3.2441 4.6898 -0.1 -0.3 -0.4
H 0.7040 -4.6778 0.7730 -0.1 0.3 -0.3
C 1.7225 -4.2996 0.8188 -0.9 -0.2 -0.3
O -2.9423 1.4935 -1.6834 -0.2 0.1 -0.3
H 0.9727 3.3919 3.7112 0.1 0.2 0.3
H 1.3933 -1.5727 2.7710 0.1 0.2 0.0
O -2.9420 -2.8506 -2.2718 -0.5 -1.4 0.4
H -1.3542 3.2059 1.3984 0.0 0.2 0.0
C 0.3122 0.1421 0.9684 -0.5 -0.6 -0.4
O 2.9033 1.3838 -2.8788 0.9 -0.9 -1.7
H 2.7753 0.7965 -2.1344 -0.2 0.8 0.6
H 1.4274 -3.1465 -3.3146 -0.3 0.0 -0.3
H 0.6683 2.7523 -0.4564 0.1 -0.3 0.1
H -0.8178 0.9324 4.3663 -0.2 0.1 0.0
O -1.3235 3.8520 -1.6114 0.2 0.3 -0.5
H -1.2060 1.2856 0.4274 0.5 0.3 0.3
H 0.9226 0.8078 0.3729 0.2 0.3 0.4
O 1.5143 2.8618 2.0539 -0.9 0.1 -0.3
H -1.9414 0.4105 -3.1866 -0.4 0.0 -0.2
H -3.5324 -2.1333 -2.4934 0.6 0.5 0.0
H 0.0993 -2.6610 2.2704 -0.3 0.1 0.1
H -5.0824 -0.6173 0.5656 -0.2 0.0 0.0
H -2.1491 0.9780 -1.4952 -0.1 0.2 0.6
O -1.5694 0.3608 4.1614 0.2 0.0 -0.1
C 0.7494 -1.2972 0.6721 -0.1 0.1 0.3
H 0.5257 3.0425 1.4808 0.5 0.2 0.6
O -5.0008 -0.3799 1.4965 0.3 0.1 -0.3
H -1.7064 0.4710 3.2121 0.0 0.0 0.0
H -2.9500 -0.3750 -4.0372 0.0 0.2 0.1
H -2.7027 2.4346 -1.5931 0.3 -0.2 0.2
H 0.0767 -1.8293 -0.0017 -0.5 0.1 0.3
H 3.4435 -2.5036 2.8458 0.2 0.1 -0.1
H 1.3969 -1.2571 -4.8049 0.0 0.0 0.1
```
Forces are in eV/Å.

## Properties
net charge: -1
E_tot: -35488.8529 eV
energy relative to the best compared isomer or geometry (same formula, charge and spin): 11.9 kcal per mole